(1)
The following is a DFT calculation (ωB97M-V with the def2-TZVPD basis set) of 5 unconnected molecules or ions with the total composition C45H106B2FN9O13PSSi at a distorted geometry.

## Properties
E_tot   -120482.6164 eV
Lowest unoccupied orbital energy   2.0 eV
Energy above the lowest of the compared OMol25 structures with the same formula, charge and spin   27.10 kcal/mol
HOMO-LUMO gap   6.52 eV

The geometry in ORCA input format:
```
! RIJCOSX wB97M-V def2-TZVPD def2/J DEFGRID3
* xyz -1 1
C 2.56639 2.13515 0.76830
N 2.42481 0.73342 1.25967
C 2.15575 0.86223 2.72324
B 1.29316 0.05099 0.63367
O 0.33012 -0.53341 1.51479
C 1.09302 -0.12541 -0.94078
P -0.76734 0.09563 -1.15082
N -1.02591 1.65828 -0.88441
O 1.53095 0.92190 -1.76932
B 1.76277 0.50124 -3.15103
N 0.51990 0.35677 -4.10835
C 2.69856 1.57051 -3.94683
C 3.22973 2.72080 -3.04036
C 2.33101 4.00726 -3.02374
C 0.83330 3.79223 -3.41292
C -0.02786 5.04800 -3.01086
C -1.45023 5.01756 -3.69837
C -2.59917 4.36236 -2.81672
S -3.49385 3.15646 -3.87036
C -4.15422 1.85515 -2.87519
N -4.29467 1.73823 -1.59034
N -4.85875 0.57949 -1.23201
C -5.11365 -0.04217 -2.36144
O -4.69884 0.70511 -3.37555
O 2.19680 -0.91370 -2.97893
C 1.82805 -1.37627 -1.66995
C 1.00215 -2.64402 -2.01096
C 0.18189 -3.26184 -0.83672
C -0.67855 -4.41702 -1.43594
F -1.58282 -3.94106 -2.39957
C 3.26512 -1.64870 -1.06491
C 3.29944 -2.70583 0.07013
O 4.68448 -3.06828 0.33223
Si 5.44004 -2.07213 1.46937
C 5.94572 -0.36779 0.81935
C 7.08012 -2.95874 1.91205
C 4.49710 -1.86224 3.09908
H 3.05474 2.79267 1.51664
H 1.59831 2.60297 0.51156
H 3.26526 2.11272 -0.08860
H 2.95416 1.47269 3.19838
H 2.17131 -0.10669 3.24145
H 1.21617 1.42801 2.91254
H -0.30561 0.19441 1.64224
H -1.53563 -0.70153 -0.25811
H -1.21048 -0.22350 -2.45728
H -1.67462 1.76722 -0.10751
H 0.11167 -0.57008 -3.96991
H 0.83359 0.31541 -5.07688
H 2.21843 2.03948 -4.82792
H 3.58999 1.03381 -4.35228
H 3.45517 2.40235 -2.00550
H 4.21799 3.03210 -3.45636
H 2.33037 4.41207 -1.98660
H 2.74428 4.77700 -3.70788
H 0.68923 3.59153 -4.49430
H 0.34926 2.93838 -2.89469
H -0.20435 4.92854 -1.91686
H 0.52833 5.99519 -3.13494
H -1.34720 4.34467 -4.57678
H -1.79049 6.00753 -4.04727
H -3.28917 5.20069 -2.58977
H -2.24834 3.95441 -1.85561
H -5.60201 -1.00866 -2.44759
H 1.66111 -3.45048 -2.39973
H 0.28811 -2.43290 -2.82627
H 0.78495 -3.73307 -0.04097
H -0.52993 -2.57196 -0.35167
H 0.03732 -5.09041 -1.95110
H -1.26223 -4.93208 -0.65517
H 3.83291 -2.08298 -1.90756
H 3.68741 -0.66767 -0.79460
H 2.76325 -2.39205 0.98681
H 2.85464 -3.62860 -0.34891
H 6.42353 -0.50624 -0.17406
H 6.66388 0.16130 1.47139
H 5.07635 0.29776 0.66734
H 7.76536 -2.22980 2.37929
H 6.90171 -3.86189 2.51663
H 7.50681 -3.25844 0.92946
H 3.40671 -1.74263 3.00805
H 4.73523 -2.70736 3.76609
H 4.91961 -0.95913 3.59207
C -0.49792 8.64785 -1.84171
O -1.83704 8.26562 -2.07781
C -2.61058 8.14316 -0.88804
C -3.70330 9.19732 -0.86171
N -3.13836 10.52949 -0.66590
C -4.10241 11.61034 -0.85760
C -4.65493 11.81411 -2.26933
O -3.68528 12.24956 -3.20787
C -2.96575 11.20748 -3.84893
H 0.02994 8.61828 -2.79439
H -0.44221 9.66759 -1.44485
H -0.00936 7.95345 -1.15239
H -1.98898 8.19354 0.01042
H -3.07868 7.15431 -0.91252
H -4.39747 8.97630 -0.04574
H -4.25112 9.13223 -1.81046
H -2.37644 10.66143 -1.31923
H -3.59958 12.53501 -0.56066
H -4.93692 11.46964 -0.16306
H -5.39268 12.62049 -2.21227
H -5.19503 10.93638 -2.64122
H -3.56312 10.30041 -3.96444
H -2.04402 10.98480 -3.30602
H -2.68058 11.56164 -4.84109
C 9.68116 -3.26612 8.52280
O 8.68978 -4.21761 8.86632
C 7.56006 -3.64349 9.51886
C 6.32325 -3.77608 8.64742
N 6.41344 -2.90651 7.47958
C 5.36886 -3.14690 6.48348
C 5.39434 -4.49150 5.75451
O 6.51523 -4.66043 4.90372
C 7.66578 -5.19649 5.53348
H 10.53871 -3.80574 8.12210
H 9.31646 -2.57550 7.75606
H 10.00512 -2.70378 9.40377
H 7.73629 -2.60061 9.79811
H 7.40222 -4.21239 10.44044
H 5.44003 -3.50368 9.23258
H 6.23360 -4.83010 8.35425
H 7.31352 -3.04410 7.03741
H 5.46642 -2.36045 5.73328
H 4.38996 -3.01222 6.95453
H 4.52120 -4.51768 5.09595
H 5.28302 -5.34256 6.43619
H 7.41365 -5.87489 6.35215
H 8.31666 -4.39534 5.89352
H 8.22623 -5.75512 4.78166
C -2.27154 -1.56198 2.84542
O -3.01710 -0.64223 3.62810
C -4.22708 -0.22121 2.99899
C -5.42590 -0.71872 3.78792
N -5.56328 -2.16819 3.66978
C -6.55104 -2.74097 4.58021
C -6.24585 -2.67346 6.07763
O -5.13583 -3.46253 6.47356
C -3.87860 -2.80979 6.38425
H -1.32671 -1.74923 3.35356
H -2.80563 -2.51363 2.74219
H -2.05769 -1.14828 1.85882
H -4.27818 -0.53971 1.95602
H -4.22887 0.87254 3.01036
H -6.33199 -0.23824 3.40743
H -5.28554 -0.41604 4.83420
H -4.66676 -2.59852 3.85914
H -6.65304 -3.79574 4.30905
H -7.52252 -2.27264 4.39109
H -7.10930 -3.09605 6.60123
H -6.14595 -1.64469 6.44107
H -3.95612 -1.73409 6.55678
H -3.41176 -3.00281 5.41567
H -3.22730 -3.23633 7.14949
C -2.86498 -7.97123 -5.51254
O -3.71188 -7.05809 -4.84165
C -3.05149 -5.84461 -4.47198
C -3.63595 -4.67345 -5.23964
N -3.27411 -4.74300 -6.65301
C -3.98446 -3.77876 -7.48976
C -5.49486 -3.96292 -7.64343
O -5.86296 -5.13964 -8.34826
C -5.99892 -6.29772 -7.54231
H -3.42248 -8.89546 -5.66577
H -2.56090 -7.58303 -6.49022
H -1.97828 -8.19596 -4.91196
H -1.96913 -5.90778 -4.61256
H -3.23874 -5.69246 -3.40669
H -3.25573 -3.74085 -4.81451
H -4.72572 -4.69762 -5.10661
H -3.47462 -5.67360 -6.99708
H -3.53872 -3.84076 -8.48644
H -3.78274 -2.76953 -7.11799
H -5.85973 -3.12958 -8.25127
H -6.02684 -3.89555 -6.68804
H -6.33367 -6.06194 -6.52957
H -5.06013 -6.85617 -7.50801
H -6.74422 -6.94374 -8.01083
*
```

---

(2)
The following is a DFT calculation (ωB97M-V with the def2-TZVPD basis set) of a molecular structure, C10H20N4O4 at a distorted geometry.

## Properties
E_tot   -24836.7987 eV
Lowest unoccupied orbital energy   0.4 eV
Energy above the lowest of the compared OMol25 structures with the same formula, charge and spin   223.29 kcal/mol
HOMO-LUMO gap   9.19 eV

The geometry in ORCA input format:
```
! RIJCOSX wB97M-V def2-TZVPD def2/J DEFGRID3
* xyz 0 1
C -0.14254 -3.24755 0.09123
C -0.79705 -1.84828 -0.18481
C 1.17902 -3.17038 1.00277
C 2.33363 -2.90906 -0.07651
C -0.47116 0.54573 -0.36898
C -1.01448 0.59119 -1.79831
C 0.49083 1.49403 0.06272
C 0.20660 3.04834 -0.27707
C -1.09169 3.48081 0.26661
C -0.83592 3.57425 1.71342
H 1.01281 -2.93749 -1.85723
H -0.52767 -3.59874 -2.08647
H -1.17761 -4.08193 0.29720
H 1.14415 -2.35638 1.80960
H 1.16634 -4.12941 1.46829
H 3.07975 -3.92692 -1.76079
H 2.01720 -4.81307 -0.56025
H 1.00709 -0.79930 0.64897
H -1.48234 0.58922 0.13003
H 1.46296 1.10948 -0.48326
H 0.48292 1.50891 1.15805
H 0.43635 3.07678 -1.31096
H 1.04600 3.59671 0.15611
H -1.87646 2.73902 0.13176
H -1.49022 4.56944 -0.11146
H 0.19094 4.16127 1.94471
H -0.79103 2.49291 2.08881
H -2.41050 2.97722 3.41421
H -1.93454 5.18072 3.14405
H -0.70287 0.07366 -3.40685
N 0.35087 -3.80547 -1.39025
N 2.82551 -4.05119 -0.60810
N -0.02612 -0.77634 0.10497
N -1.97780 3.94256 2.50310
O -1.86545 -1.65102 -0.70773
O 2.63748 -1.67818 -0.39029
O -1.99807 1.32610 -2.16664
O -0.45695 -0.29763 -2.59066
*
```

---

(3)
The following is a DFT calculation (ωB97M-V with the def2-TZVPD basis set) of a molecular structure, H3IP2S at a distorted geometry.

## Properties
E_tot   -37559.2457 eV
Lowest unoccupied orbital energy (alpha / beta)   -0.1 / -3.1 eV
Energy above the lowest of the compared OMol25 structures with the same formula, charge and spin   0.00 kcal/mol
HOMO-LUMO gap (alpha / beta)   7.66 / 5.86 eV
⟨S²⟩   2.01

The geometry in ORCA input format:
```
! RIJCOSX wB97M-V def2-TZVPD def2/J DEFGRID3
* xyz 0 3
P 0.93628 0.90842 -0.26056
P 0.37412 -1.06459 0.31802
S -2.27703 0.14433 -0.60038
I 3.30434 0.49287 0.33973
H 1.09591 0.52050 -1.56964
H -0.34805 -0.62344 1.37297
H -3.08557 -0.37807 0.39986
*
```

---

(4)
The following is a DFT calculation (ωB97M-V with the def2-TZVPD basis set) of a molecular structure, C17H18CoF11N2O6S2SiTe at a distorted geometry.

## Properties
E_tot   -137544.9019 eV
Lowest unoccupied orbital energy (alpha / beta)   -4.6 / -4.6 eV
HOMO-LUMO gap (alpha / beta)   5.27 / 5.31 eV

The geometry in ORCA input format:
```
! RIJCOSX wB97M-V def2-TZVPD def2/J DEFGRID3
* xyz 0 1
Co 0.41880 0.44213 0.85447
C 4.19554 -1.44995 1.22402
Si 3.17885 -0.76111 -0.20366
C 3.67864 0.99693 -0.56513
C 3.29286 -1.67894 -1.86578
N 1.41666 -0.99502 0.21308
C 0.81250 -2.14746 0.23346
C 1.47940 -3.41828 0.22485
C 0.76709 -4.56818 0.17828
C -0.65192 -4.54238 0.10600
C -1.35146 -3.36045 0.14772
C -0.64955 -2.16634 0.24571
O -1.20689 -0.97836 0.23318
C -2.59181 -0.76944 0.35939
C -3.33040 -1.35110 1.37797
C -4.67755 -1.04582 1.45820
C -5.25846 -0.17715 0.54336
C -4.49309 0.40165 -0.46099
C -3.14464 0.11428 -0.55239
H 5.25236 -1.27647 1.01723
H 4.05905 -2.51995 1.39121
H 3.93512 -0.93912 2.15085
H 4.69633 1.00929 -0.96185
H 3.64287 1.61429 0.33103
H 3.01186 1.45418 -1.29442
H 4.33201 -1.69612 -2.19624
H 2.71138 -1.13639 -2.61284
H 2.92431 -2.70510 -1.83203
H 2.55617 -3.44676 0.28030
H 1.28648 -5.51616 0.17794
H -1.20048 -5.47007 0.01483
H -2.42904 -3.34444 0.08974
H -2.84373 -1.98369 2.10814
H -5.26990 -1.47841 2.25281
H -6.30957 0.06392 0.62897
H -4.94142 1.08438 -1.16849
H -2.51281 0.57578 -1.30064
F 1.45728 2.15448 4.96169
C 0.40408 1.43291 4.59675
F -0.36045 2.14375 3.80788
F -0.28685 1.11487 5.69155
S 1.07473 -0.20164 3.88462
O 0.56720 -0.43282 2.49924
O 2.49143 -0.08995 3.94779
N 0.47925 -1.33560 4.77582
S -0.97275 -1.78527 4.24422
O -1.81387 -0.67136 3.92868
O -0.93086 -2.88301 3.31459
C -1.67940 -2.47361 5.81410
F -0.91626 -3.43626 6.32508
F -1.80887 -1.49777 6.70561
F -2.88575 -2.97577 5.54301
F 0.02883 3.72439 -1.84540
Te 0.10008 3.09197 -0.02846
F 1.97812 3.56501 -0.49632
F -0.98616 1.40245 1.38951
F 1.56548 1.81841 1.54246
F -1.81165 2.85577 -0.60291
O 0.40583 1.33459 -0.63900
*
```